A molecular structure, C21H28LuN5O at a distorted geometry, computed with ωB97M-V with the def2-TZVPD basis set.

Results
LUMO energy: -6.10 eV
total energy: -2401.0686 a.u.

The geometry in ORCA input format:
```
! RIJCOSX wB97M-V def2-TZVPD def2/J DEFGRID3
* xyz 2 1
Lu -0.018 0.686 0.088
C -1.877 0.559 2.334
N -1.947 1.216 1.002
C -2.140 2.680 1.153
C -2.998 0.605 0.154
C -4.309 0.593 0.597
C -5.298 0.037 -0.197
C -4.946 -0.522 -1.416
C -3.630 -0.516 -1.854
C -2.624 0.077 -1.094
N -1.250 0.173 -1.445
C -0.762 0.548 -2.726
C -1.235 0.091 -3.955
C -0.693 0.551 -5.146
C 0.355 1.458 -5.152
C 0.873 1.894 -3.944
C 0.324 1.441 -2.757
N 0.874 1.923 -1.470
C 2.321 1.597 -1.340
C 0.645 3.376 -1.271
H -2.780 0.743 2.917
H -1.029 0.951 2.905
H -1.777 -0.521 2.205
H -3.035 2.899 1.736
H -2.256 3.129 0.168
H -1.284 3.124 1.670
H -4.571 1.023 1.556
H -6.325 0.033 0.138
H -5.704 -0.980 -2.037
H -3.397 -0.995 -2.789
H -2.022 -0.642 -3.997
H -1.094 0.185 -6.081
H 0.772 1.816 -6.082
H 1.699 2.595 -3.936
H 2.919 2.150 -2.064
H 2.474 0.532 -1.521
H 2.681 1.861 -0.340
H 1.233 3.966 -1.976
H 0.939 3.671 -0.259
H -0.408 3.598 -1.435
N 1.387 -0.692 1.173
C 1.906 -1.518 1.818
N 2.482 -2.410 2.533
C 2.715 -3.789 2.018
C 4.085 -4.245 2.488
O 4.191 -4.118 3.888
C 4.134 -2.768 4.289
C 2.767 -2.182 3.978
H 2.652 -3.772 0.932
H 1.934 -4.434 2.423
H 4.872 -3.665 1.990
H 4.217 -5.297 2.244
H 4.920 -2.186 3.793
H 4.301 -2.739 5.364
H 2.742 -1.111 4.174
H 1.992 -2.684 4.557
*
```

These are the Mulliken partial charges, in e, on atoms 1 to 5:
1 Lu 1.143
2 C -0.988
3 N 0.380
4 C -0.942
5 C 1.109